[1]
63
Properties=species:S:1:pos:R:3:mulliken_charge:R:1 method="wB97M-V/def2-TZVPD" de_lowest_kcal_mol=51.9 lumo_ev=0.07
C 0.5921 -2.0791 -1.8392 -1.43
C -0.0186 -1.2381 -0.7245 0.49
C -1.3227 -0.5278 -0.9368 -0.19
C -2.3820 -0.5426 -0.1373 0.60
C -3.6581 0.1708 -0.4356 -1.83
H 0.9371 -1.5636 -2.7257 0.25
H -0.1438 -2.8027 -2.2233 0.39
H 1.3189 -2.7655 -1.4095 0.38
H 0.7279 -0.4422 -0.5354 0.13
H -0.1093 -1.8173 0.1933 0.03
H -1.4517 -0.0819 -1.9320 0.00
H -2.3879 -1.0640 0.8113 0.26
H -3.8320 0.9758 0.2828 0.34
H -4.5345 -0.4828 -0.3758 0.35
H -3.7484 0.5637 -1.4509 0.38
H 0.2137 0.9954 -3.3964 0.33
H 0.7421 2.5223 -3.1862 0.24
O 0.6285 1.7621 -3.7644 -0.63
H -2.3306 -4.0112 2.6555 0.30
H -3.2207 -2.9349 3.2241 0.32
O -3.1252 -3.5323 2.4745 -0.70
H 2.4553 2.5167 -0.5302 0.32
H 2.5498 3.1237 -2.0405 0.30
O 1.9695 2.7420 -1.3837 -0.65
H -1.1900 1.6664 2.2518 0.30
H -0.7109 0.3161 1.8728 0.09
O -1.5501 0.7688 2.0271 -0.45
H 1.1271 -0.5909 4.0899 0.30
H 1.3463 -0.9007 2.6918 0.41
O 0.7640 -0.3372 3.2429 -0.67
H -0.9979 3.2719 -1.2440 0.31
H 0.5090 3.6434 -1.1220 0.46
O -0.3826 3.9371 -0.8621 -0.75
H 3.7290 0.1275 -2.2347 0.35
H 3.4278 0.3342 -0.6926 0.18
O 3.9346 -0.1747 -1.3404 -0.62
H -0.9451 4.1288 2.1798 0.29
H -0.6703 3.4494 0.8028 0.35
O -0.5452 3.3388 1.7857 -0.60
H 2.1984 1.0398 -4.4615 0.39
H 2.9007 -0.3769 -4.6685 0.30
O 3.0733 0.5615 -4.5685 -0.65
H -2.3754 -3.4216 0.8451 0.43
H -1.9266 -3.0020 -0.5637 0.29
O -1.7403 -3.6146 0.1158 -0.65
H -2.0886 1.3262 -4.5975 0.30
H -1.5557 2.8109 -4.7573 0.31
O -2.2781 2.2324 -4.4224 -0.61
H 1.3681 1.5509 3.4603 0.34
H 0.8605 2.9148 2.8297 0.41
O 1.6524 2.3805 3.0241 -0.76
H 0.8471 -5.0234 1.9848 0.27
H 0.3477 -3.8698 1.1232 0.37
O 1.1195 -4.2242 1.5338 -0.69
H 3.1810 1.2742 0.7856 0.25
H 2.5751 2.2790 1.6562 0.57
O 3.1787 2.2142 0.8667 -0.72
H 3.2384 -2.0601 1.3035 0.32
H 2.0293 -2.7748 1.9364 0.35
O 2.5808 -1.9546 2.0292 -0.72
H -2.9335 -0.5592 3.5641 0.39
H -1.7296 -1.0536 3.0460 0.36
O -2.2383 -1.1151 3.8717 -0.75

***

[2]
88
Properties=species:S:1:pos:R:3:mulliken_charge:R:1 method="wB97M-V/def2-TZVPD" total_charge=-1 lumo_ev=-1.23
Hf -30.6716 16.7414 27.5192 0.97
Cu -33.5849 19.3870 27.4584 0.63
S -31.2546 19.5424 29.7574 0.95
O -30.1573 20.3294 29.2221 -0.63
O -31.1579 18.1820 29.0944 -0.38
O -31.1963 19.4131 31.2062 -0.70
O -32.5670 20.0650 29.3644 -0.69
S -31.2068 19.8659 25.7477 1.23
O -32.3707 20.7206 26.0759 -0.72
O -29.9851 20.4224 26.2756 -0.68
O -31.3685 18.5192 26.4095 -0.69
O -31.1211 19.6959 24.3127 -0.68
C -34.5734 17.3035 29.3435 0.06
C -34.1951 16.3237 28.2391 2.16
C -35.3925 15.7155 27.4672 -1.61
O -33.0546 16.7392 27.5478 0.98
H -35.4459 17.0162 29.9368 -0.34
H -34.9441 18.2729 28.9661 0.02
H -33.6973 17.5360 29.9443 -0.29
H -33.9059 15.4530 28.8514 -0.81
H -36.2121 15.2913 28.0471 0.36
H -35.0118 14.9178 26.8288 0.53
H -35.8727 16.5087 26.8833 0.15
O -31.1174 14.7551 28.3550 -0.80
H -30.3416 14.1921 28.2074 0.22
C -39.1510 18.7671 33.5215 -1.63
C -38.2925 17.9127 32.5885 0.97
C -37.8763 18.6629 31.3257 0.24
O -39.0289 19.0710 30.6010 -0.43
C -38.7327 19.5780 29.3209 -0.52
N -37.0509 17.6246 33.3378 -0.50
H -39.3684 18.3863 34.5204 0.41
H -40.0386 19.1580 33.0133 0.33
H -38.6365 19.6946 33.8069 0.37
H -38.8675 17.0093 32.3837 -0.13
H -37.2283 18.0475 30.6921 -0.42
H -37.3884 19.6210 31.5478 0.46
H -39.6782 19.9690 28.9463 0.32
H -38.4843 18.7664 28.6256 -0.04
H -37.9345 20.3219 29.2849 0.36
H -36.3097 18.3047 33.3393 0.21
H -37.2756 17.3181 34.2704 0.26
C -36.6357 20.5528 26.3268 -1.66
C -36.3683 19.3128 25.5143 1.03
C -36.8047 19.2645 24.0226 -0.84
O -37.9196 20.0785 23.7251 -0.31
C -38.3884 19.9091 22.4095 -0.80
N -34.9156 19.0223 25.6634 -0.05
H -37.7290 20.6082 26.4173 0.43
H -36.4817 21.4853 25.7766 0.34
H -36.1379 20.5418 27.2913 0.25
H -36.9176 18.4786 25.9615 -0.22
H -36.9560 18.2180 23.7327 0.42
H -35.9763 19.5822 23.3731 0.41
H -37.6174 20.0260 21.6384 0.32
H -39.2127 20.6042 22.2876 0.25
H -38.7164 18.8835 22.1939 0.32
H -34.7436 18.2101 25.0655 0.22
H -34.4826 19.7683 25.1095 0.31
C -37.6423 14.5873 31.1694 -1.33
C -36.4672 14.0692 31.9891 0.98
C -36.8005 13.0791 33.1025 -1.09
O -37.7703 13.6262 33.9938 -0.38
C -37.3063 14.7382 34.7577 -0.06
N -35.5551 13.3844 30.9857 -0.86
H -38.1743 13.7938 30.6486 0.36
H -37.4833 15.4853 30.5726 0.23
H -38.3549 14.9877 31.9061 0.28
H -35.8730 14.9074 32.3632 0.20
H -35.9341 12.7110 33.6621 0.39
H -37.2278 12.1611 32.6962 0.35
H -37.3265 15.6491 34.1578 -0.45
H -36.3120 14.4886 35.1376 0.36
H -37.9929 14.8122 35.6001 0.28
H -34.6590 13.3082 31.4581 0.34
H -35.4256 14.1115 30.2897 0.24
O -32.6320 13.9776 30.8375 -0.62
H -32.3852 14.8566 31.1842 0.46
H -32.3876 14.0057 29.9055 0.19
O -33.8950 16.5619 24.6453 -0.80
H -33.0026 16.2797 24.4318 0.28
H -33.9416 16.5039 25.6159 -0.05
O -39.0118 16.3447 27.8294 -0.59
H -38.8434 16.9772 28.5366 0.31
H -39.9480 16.4480 27.6299 0.27
O -31.5672 16.4402 31.4401 -0.76
H -32.1347 17.1913 31.2184 0.23
H -30.6742 16.7802 31.3303 0.31

***

[3]
48
Properties=species:S:1:pos:R:3:mulliken_charge:R:1 method="wB97M-V/def2-TZVPD" de_lowest_kcal_mol=14.3 lumo_ev=-1.38
O -1.4578 5.6386 3.6894 -0.57
N -0.6715 5.6065 2.7123 0.93
O -0.3970 6.6260 2.0345 -0.57
C -0.0676 4.3684 2.3277 -0.15
C 0.7547 4.3039 1.1820 -0.65
C 1.1128 3.0587 0.6540 -0.16
C 0.7276 1.8553 1.2518 -0.52
C 1.1539 0.4822 0.7104 0.19
C 0.1715 -0.6178 0.4213 0.71
C 0.9450 -1.9138 0.0482 0.08
C 1.4837 -2.6465 1.1250 -0.79
C 2.1595 -3.8462 0.8997 -0.89
C 2.2902 -4.3237 -0.3960 0.22
C 3.0779 -5.5774 -0.6779 0.89
F 2.3679 -6.5009 -1.4028 -0.26
F 3.4872 -6.2104 0.4566 -0.28
F 4.2129 -5.2984 -1.4011 -0.26
C 1.7057 -3.6517 -1.4783 -1.50
C 1.1109 -2.4159 -1.2570 0.25
C -0.9966 -0.2262 -0.4646 0.16
C -1.5561 -1.1432 -1.3695 -0.57
C -2.6530 -0.7914 -2.1449 -1.27
C -3.2491 0.4429 -1.9556 0.29
C -4.3944 0.8950 -2.8101 0.96
F -5.3800 1.4874 -2.0666 -0.27
F -3.9758 1.8368 -3.7174 -0.26
F -4.9841 -0.1108 -3.5114 -0.27
C -2.8240 1.3014 -0.9535 -1.42
C -1.7049 0.9609 -0.2023 -0.23
N 2.1199 0.5966 -0.5244 1.01
O 2.8715 -0.3853 -0.7536 -0.56
O 2.2067 1.6494 -1.1813 -0.69
C 0.0249 1.9601 2.4946 -0.19
C -0.3673 3.1904 3.0330 -0.58
H 1.0796 5.2410 0.7370 0.48
H 1.7337 3.0461 -0.2516 0.59
H 1.8481 0.0863 1.4773 0.62
H -0.2831 -0.8864 1.3938 0.66
H 1.3912 -2.2486 2.1400 0.42
H 2.5828 -4.3951 1.7415 0.44
H 1.7081 -4.0883 -2.4758 0.38
H 0.7518 -1.8452 -2.1334 0.79
H -1.1654 -2.1645 -1.4662 0.73
H -3.0320 -1.4895 -2.8833 0.45
H -3.3654 2.2107 -0.7368 0.47
H -1.4557 1.6091 0.6373 0.38
H -0.1965 1.0500 3.0684 0.35
H -0.9021 3.2734 3.9798 0.45

***

[4]
20
Properties=species:S:1:pos:R:3:mulliken_charge:R:1 method="wB97M-V/def2-TZVPD" de_lowest_kcal_mol=27.5 lumo_ev=0.96
C -1.9591 0.2649 -2.1116 -0.95
C -0.6443 1.0323 -2.3519 -0.23
C 0.5537 0.3685 -1.6913 -0.91
H -2.1736 -0.4351 -2.9236 0.26
H -2.8669 0.8394 -2.0183 0.32
H -1.8081 -0.2711 -1.1712 0.18
H -0.4711 1.0357 -3.4305 0.26
H -0.8361 2.0882 -2.1345 0.32
H 0.3350 -0.4934 -1.0724 0.18
H 1.3083 0.1859 -2.4604 0.36
H 1.0673 1.0089 -0.9682 0.19
C 1.4661 -1.4214 2.4776 -1.04
C 0.1523 -0.6537 2.2155 -0.35
O 0.3844 0.5184 1.3887 -0.47
H 1.1172 -2.4539 2.5603 0.33
H 2.0486 -1.0417 3.3090 0.35
H 2.0407 -1.4439 1.5551 0.30
H -0.5587 -1.2579 1.6464 0.27
H -0.3588 -0.3542 3.1266 0.33
H 1.1267 0.9021 1.8533 0.28

***

[5]
78
Properties=species:S:1:pos:R:3:mulliken_charge:R:1 method="wB97M-V/def2-TZVPD" de_lowest_kcal_mol=24.6 total_charge=-1 lumo_ev=1.96
Bi -0.5245 -0.9438 0.0829 3.30
C 0.4810 -2.1012 3.7117 -1.23
O 0.5143 -0.9344 2.8877 0.34
C 1.5290 -0.0594 3.0836 0.47
C 2.5989 -0.3162 3.9271 -0.75
C 3.5887 0.6387 4.1031 -0.69
C 3.5184 1.8478 3.4272 -0.98
C 2.4588 2.0871 2.5641 -0.21
C 1.4481 1.1493 2.3852 0.19
N 0.3304 1.3198 1.5020 0.59
N 0.2510 2.4658 1.0419 -0.83
C -0.7877 2.8201 0.2121 -0.25
C -1.9501 2.0380 -0.0679 0.33
O -2.1270 0.8075 0.1989 -0.56
C -3.0586 2.7210 -0.7062 -0.84
C -2.9435 3.9591 -1.2203 -0.94
C -1.7173 4.7018 -1.1186 0.96
C -1.5586 5.9470 -1.7587 -0.92
C -0.3872 6.6561 -1.6509 -0.54
C 0.6571 6.1313 -0.8672 -0.88
C 0.5249 4.9151 -0.2421 -0.24
C -0.6606 4.1494 -0.3662 1.01
H 0.5009 -1.8159 4.7636 0.49
H 1.3007 -2.7729 3.4808 0.46
H -0.4586 -2.5947 3.4896 0.05
H 2.6792 -1.2722 4.4256 0.40
H 4.4216 0.4258 4.7643 0.38
H 4.2874 2.5971 3.5631 0.39
H 2.3884 3.0124 2.0071 0.34
H -3.9661 2.1376 -0.8196 0.45
H -3.7825 4.4157 -1.7383 0.34
H -2.3873 6.3410 -2.3425 0.38
H -0.2673 7.6043 -2.1606 0.39
H 1.5802 6.6925 -0.7592 0.38
H 1.3348 4.5142 0.3533 0.34
F -6.1816 -2.4437 4.5284 -0.32
C -5.3713 -2.4169 3.4751 0.71
C -4.2448 -1.6315 3.4775 -0.25
F -3.9485 -0.9047 4.5558 -0.32
C -3.4246 -1.5941 2.3672 -0.39
F -2.3295 -0.8364 2.4430 -0.24
C -3.6774 -2.3177 1.2160 0.90
S -2.7313 -2.2731 -0.2544 -0.51
C -4.8102 -3.1237 1.2658 0.05
F -5.1267 -3.8867 0.2156 -0.33
C -5.6479 -3.1720 2.3585 0.17
F -6.7318 -3.9486 2.3422 -0.31
O 0.6767 -2.5145 -4.2517 -0.68
As 1.2415 -2.1840 -2.5727 1.42
O 2.4177 -1.0637 -2.7409 -0.82
O -0.2929 -1.7964 -1.9065 -0.87
C 1.6912 -4.0329 -2.1559 -0.40
C 1.9018 -4.9140 -3.2107 -0.76
C 2.1563 -6.2516 -2.9496 -0.51
C 2.1889 -6.7285 -1.6443 -0.56
C 1.9860 -5.8662 -0.5805 -0.61
C 1.7459 -4.5251 -0.8387 0.35
S 1.5330 -3.4111 0.5217 1.51
O 0.0697 -3.3136 0.7399 -0.67
O 2.2722 -3.9364 1.6396 -0.74
O 2.0233 -2.1307 -0.0143 -0.81
H -0.1021 -1.9530 -4.3652 0.31
H 1.8465 -4.5442 -4.2228 0.50
H 2.3266 -6.9325 -3.7733 0.38
H 2.3812 -7.7785 -1.4559 0.37
H 2.0246 -6.2099 0.4463 0.47
C 2.0356 2.0624 -1.8714 -0.96
N 1.0260 2.4062 -2.8751 0.55
C 1.4057 3.3598 -3.8948 -1.00
C -0.1546 1.7578 -2.9365 -0.29
O -0.5441 0.8975 -2.1568 -0.45
H 2.5765 2.9700 -1.5980 0.39
H 2.7137 1.2963 -2.2447 0.36
H 1.5475 1.6613 -0.9910 0.07
H 1.6946 4.3065 -3.4319 0.31
H 0.5628 3.5441 -4.5612 0.30
H 2.2478 2.9856 -4.4866 0.33
H -0.7911 2.1039 -3.7635 0.25

***

[6]
25
Properties=species:S:1:pos:R:3:mulliken_charge:R:1 method="wB97M-V/def2-TZVPD" de_lowest_kcal_mol=14.5 lumo_ev=0.37
C 1.8821 -1.9289 -0.7812 -1.19
C 1.2177 -0.7101 -1.4006 -0.33
C 0.4564 0.0112 -0.3059 0.45
N -0.7295 -0.6936 0.0538 -0.42
C 1.3241 0.4152 0.9394 0.11
O 1.1718 0.0769 2.0779 -0.57
O 2.4105 1.1294 0.5546 -0.46
H 1.3508 -2.5605 -0.0402 0.29
H 2.8560 -1.8454 -0.2822 0.30
H 2.0109 -2.7484 -1.5810 0.32
H 0.4843 -0.9628 -2.1786 0.30
H 1.9080 -0.0063 -1.9221 0.36
H 0.1225 1.0039 -0.7440 0.05
H -0.6705 -1.4928 0.6612 0.21
H -1.5401 -0.1745 0.3633 0.27
H 3.1507 1.0863 1.1707 0.35
O -1.8625 -0.0885 -2.8780 -0.65
H -1.5162 -0.8004 -2.3297 0.33
H -1.8321 0.7612 -2.4356 0.32
O -2.1811 1.9505 -0.5625 -0.57
H -1.7422 2.7403 -0.9052 0.30
H -2.8991 2.2703 -0.0049 0.26
O -2.4414 -0.3649 2.4915 -0.67
H -2.3447 -1.3152 2.6660 0.31
H -1.5454 -0.1423 2.8042 0.32

***

[7]
10
Properties=species:S:1:pos:R:3:mulliken_charge:R:1 method="wB97M-V/def2-TZVPD" multiplicity=2 de_lowest_kcal_mol=73.1 s_squared=0.756 lumo_ev="-1.13 / -1.15"
O -0.5022 -0.6198 -1.3817 -0.76
C -0.0513 0.5994 -1.7487 -0.10
C 1.3867 0.9056 -1.4855 -0.79
O -1.4662 -1.3996 4.6704 -0.10
C -1.2187 -0.8135 5.6045 0.11
Cs -1.8117 -2.9180 1.1183 0.93
H 0.1485 1.4493 -0.7322 0.05
H 2.0654 0.0580 -1.3272 0.21
H 1.8146 1.8052 -1.9512 0.29
H -0.3650 0.9334 -2.7667 0.17

***

[8]
29
Properties=species:S:1:pos:R:3:mulliken_charge:R:1 method="wB97M-V/def2-TZVPD" de_lowest_kcal_mol=32.6 lumo_ev=0.75
C 2.0469 -0.5699 -2.1321 -0.92
C 2.3088 -0.0478 -0.9587 0.17
C 2.5536 1.7120 0.8881 -0.61
C 3.7894 0.8693 0.9092 -0.58
C 2.9896 1.0641 -0.3955 -0.18
C -3.8366 0.7988 -0.7565 -1.18
C -3.6495 -0.1352 0.5191 -0.55
C -2.5524 -1.1635 0.4425 -0.38
C -1.1576 -0.6102 -0.0255 -0.56
O 1.9379 -2.8064 0.6399 -0.64
O -0.2445 -1.6807 0.0927 -0.15
P 1.2280 -1.5391 0.6087 0.50
H 1.6148 -1.5488 -2.1745 0.34
H 2.5528 -0.0898 -3.0034 0.26
H 1.8580 1.3323 1.5585 0.21
H 2.5236 2.7452 0.8632 0.29
H 4.7595 1.2662 0.7647 0.28
H 3.6976 -0.0339 1.4440 0.25
H 3.5064 1.7710 -0.9675 0.57
H -4.0683 0.3620 -1.7096 0.32
H -4.6619 1.3650 -0.4963 0.43
H -3.0031 1.4900 -0.6823 0.28
H -3.3134 0.5776 1.4090 0.20
H -4.6227 -0.4711 0.8104 0.42
H -2.4030 -1.5900 1.4210 0.30
H -2.8199 -2.0060 -0.3404 0.24
H -1.1704 -0.3564 -1.1074 0.27
H -1.0768 0.2488 0.6124 0.36
H 1.2132 -0.9535 1.7664 0.04